(1)
The following is a quantum chemistry calculation of a gas-phase ion, CH6N3 (charge +1), from OMol25.

Last columns: bonded neighbours and bond lengths (Å).
Positions of all 10 atoms, in Å:
1 N -0.581 0.346 0.653  N2 1.198, H8 1.020, C9 1.636
2 N -0.680 0.371 1.847  N1 1.198, H4 0.980
3 N 0.538 -0.554 -1.497  H5 0.974, H7 0.975, C9 1.351
4 H -1.393 0.862 2.306  N2 0.980
5 H 0.230 0.215 -2.009  N3 0.974
6 H 0.917 -1.125 0.551  C9 1.193
7 H 0.096 -1.415 -1.620  N3 0.975
8 H -1.170 0.859 -0.003  N1 1.020
9 C 0.695 -0.223 -0.197  N1 1.636, N3 1.351, H6 1.193, H10 1.115
10 H 1.348 0.665 -0.033  C9 1.115

Energy relative to the best compared isomer or geometry (same formula, charge and spin): 380.0 kJ/mol
Kohn-Sham gap: 9.56 eV
Net charge: +1

***

(2)
The following is a quantum chemistry calculation of 5 unconnected molecules or ions with the total composition C29H52BBrFN7O11, from OMol25.

Last columns: bonded neighbours and bond lengths (Å).
Positions of all 102 atoms, in Å:
1 C -8.154 0.621 -1.060  N23 1.451, H48 1.092, H71 1.093, H76 1.090
2 F 5.013 -1.991 -3.213  C27 1.422
3 N -10.225 -3.526 0.304  C17 1.450, C56 1.448, C69 1.364
4 N -0.248 0.324 2.984  H32 1.028, C36 1.492, C64 1.487
5 C 2.096 -0.714 2.506  H15 1.160, O28 1.447, H62 1.150, C64 1.637
6 C 1.549 6.282 -1.731  O65 1.219, H74 1.101, N83 1.364
7 H -9.480 -1.794 1.188  C17 1.093
8 C 4.389 -6.345 -3.644  N30 1.449, H34 1.092, H44 1.093, H58 1.091
9 H -2.143 -0.826 1.131  C63 1.149
10 H 0.841 0.574 1.163  C64 1.145
11 C 4.020 -1.573 1.339  O28 1.450, C47 1.631, C88 1.629, B93 1.642
12 O 1.056 4.248 2.122  C89 1.267
13 C 6.005 1.270 0.237  C24 1.568, C39 1.563, O95 1.438
14 H 7.949 1.424 1.557  C39 1.141
15 H 1.426 -1.598 2.845  C5 1.160
16 C 4.429 -8.705 -2.945  O19 1.218, N30 1.364, H92 1.102
17 C -10.299 -2.503 1.329  N3 1.450, H7 1.093, H49 1.091, H80 1.093
18 H -2.407 2.651 -0.559  O78 0.990
19 O 4.862 -9.675 -2.349  C16 1.218
20 H -3.889 0.171 -0.099  C31 1.142
21 O -6.395 0.292 1.075  C84 1.218
22 C 5.106 3.596 -0.777  C24 1.551, H61 1.142, C85 1.566
23 N -7.305 1.667 -0.521  C1 1.451, C46 1.448, C84 1.363
24 C 4.963 2.059 -0.629  C13 1.568, C22 1.551, H57 1.149
25 H 6.096 -1.069 2.190  C47 1.154
26 H -7.076 2.912 -2.170  C46 1.093
27 C 3.856 -2.432 -2.514  F2 1.422, O33 1.249, N45 1.476
28 O 2.728 -0.925 1.221  C5 1.447, C11 1.450
29 H -8.371 3.377 -1.031  C46 1.093
30 N 4.964 -7.451 -2.904  C8 1.449, C16 1.364, C42 1.450
31 C -3.201 0.994 0.293  H20 1.142, H59 1.158, C63 1.625, O78 1.453
32 H -0.476 -0.667 3.134  N4 1.028
33 O 3.126 -3.350 -2.942  C27 1.249
34 H 4.100 -5.560 -2.941  C8 1.092
35 H 4.885 0.375 2.215  C47 1.145
36 C -1.383 1.011 2.301  N4 1.492, C63 1.611, H66 1.160, H70 1.158
37 O -10.415 -2.013 -1.410  C69 1.217
38 C 7.364 3.544 0.753  C39 1.556, C85 1.551, H98 1.150
39 C 7.198 2.008 0.927  C13 1.563, H14 1.141, C38 1.556
40 H -10.036 -5.567 -0.167  C56 1.091
41 H 2.916 1.792 2.853  C87 1.157
42 C 6.145 -7.215 -2.096  N30 1.450, H43 1.091, H50 1.093, H51 1.093
43 H 6.453 -6.171 -2.163  C42 1.091
44 H 5.137 -5.956 -4.340  C8 1.093
45 N 3.478 -1.763 -1.254  C27 1.476, H72 1.033, C88 1.474
46 C -7.354 2.986 -1.116  N23 1.448, H26 1.093, H29 1.093, H82 1.091
47 C 5.247 -0.534 1.619  C11 1.631, H25 1.154, H35 1.145, O95 1.457
48 H -8.816 0.256 -0.271  C1 1.092
49 H -10.231 -2.950 2.321  C17 1.091
50 H 6.954 -7.861 -2.447  C42 1.093
51 H 5.922 -7.467 -1.056  C42 1.093
52 H -10.226 -4.009 -1.701  C69 1.102
53 N 5.023 -3.070 3.466  H86 1.030, B93 1.491, H102 1.028
54 O 2.989 -3.855 2.179  H79 0.987, B93 1.463
55 H 0.514 8.613 0.137  C77 1.093
56 C -10.079 -4.910 0.704  N3 1.448, H40 1.091, H67 1.093, H100 1.093
57 H 4.065 1.557 -1.143  C24 1.149
58 H 3.510 -6.664 -4.205  C8 1.091
59 H -3.710 1.654 1.097  C31 1.158
60 H 1.300 2.239 3.716  C87 1.156
61 H 4.377 4.227 -1.388  C22 1.142
62 H 2.811 -0.359 3.335  C5 1.150
63 C -1.900 0.284 0.959  H9 1.149, C31 1.625, C36 1.611, H75 1.149
64 C 1.050 0.526 2.287  N4 1.487, C5 1.637, H10 1.145, C87 1.619
65 O 2.177 5.995 -2.736  C6 1.219
66 H -1.092 2.105 2.046  C36 1.160
67 H -9.156 -5.019 1.280  C56 1.093
68 Br 1.539 2.946 -0.289  C89 1.984
69 C -10.293 -3.156 -1.008  N3 1.364, O37 1.217, H52 1.102
70 H -2.251 1.082 3.063  C36 1.158
71 H -7.529 -0.206 -1.404  C1 1.093
72 H 3.442 -0.735 -1.354  N45 1.033
73 H 0.211 9.282 -2.310  C94 1.091
74 H 1.505 5.603 -0.866  C6 1.101
75 H -1.059 0.354 0.180  C63 1.149
76 H -8.750 1.000 -1.891  C1 1.090
77 C 0.121 7.699 -0.316  H55 1.093, N83 1.449, H97 1.092, H99 1.093
78 O -2.733 1.763 -0.847  H18 0.990, C31 1.453
79 H 2.246 -3.408 1.708  O54 0.987
80 H -11.247 -1.967 1.231  C17 1.093
81 H 1.834 8.744 -2.823  C94 1.093
82 H -6.666 3.668 -0.612  C46 1.091
83 N 0.843 7.433 -1.544  C6 1.364, C77 1.449, C94 1.450
84 C -6.485 1.377 0.528  O21 1.218, N23 1.363, H90 1.102
85 C 6.308 4.317 -0.079  C22 1.566, C38 1.551, H96 1.139
86 H 5.848 -3.579 3.119  N53 1.030
87 C 1.773 1.910 2.714  H41 1.157, H60 1.156, C64 1.619, C89 1.625
88 C 4.337 -2.192 -0.134  C11 1.629, N45 1.474, O101 1.263
89 C 1.431 3.120 1.685  O12 1.267, Br68 1.984, C87 1.625
90 H -5.885 2.241 0.858  C84 1.102
91 H 0.389 7.968 -3.505  C94 1.093
92 H 3.537 -8.772 -3.588  C16 1.102
93 B 4.046 -2.861 2.358  C11 1.642, N53 1.491, O54 1.463
94 C 0.813 8.421 -2.605  H73 1.091, H81 1.093, N83 1.450, H91 1.093
95 O 5.803 -0.150 0.328  C13 1.438, C47 1.457
96 H 6.377 5.446 -0.218  C85 1.139
97 H 0.232 6.873 0.389  C77 1.092
98 H 8.243 4.124 1.214  C38 1.150
99 H -0.939 7.832 -0.549  C77 1.093
100 H -10.934 -5.193 1.324  C56 1.093
101 O 5.272 -3.015 -0.339  C88 1.263
102 H 4.597 -3.515 4.289  N53 1.028

Kohn-Sham gap: 8.78 eV

***

(3)
The following is a quantum chemistry calculation of 2 unconnected molecules or ions with the total composition C4H7Cl2F2N, from OMol25.

Last columns: bonded neighbours and bond lengths (Å).
Positions of all 16 atoms, in Å:
1 C 1.485 0.037 -0.407  C2 1.507, Cl8 1.744, Cl13 1.666
2 C 2.144 -1.173 -1.018  C1 1.507, H9 1.192, F11 1.357, F15 1.346
3 H -2.200 2.396 0.319  C5 1.107
4 H -1.068 1.507 1.487  C5 1.194
5 C -1.394 1.638 0.346  H3 1.107, H4 1.194, H6 1.174, N12 1.327
6 H -0.539 2.280 -0.139  C5 1.174
7 H -0.849 -0.620 1.397  C14 1.205
8 Cl 1.452 -0.016 1.337  C1 1.744
9 H 1.595 -2.127 -0.559  C2 1.192
10 H -1.573 -1.576 0.028  C14 1.058
11 F 1.942 -1.110 -2.358  C2 1.357
12 N -1.758 0.474 -0.177  C5 1.327, C14 1.417
13 Cl 1.639 1.546 -1.095  C1 1.666
14 C -1.752 -0.707 0.605  H7 1.205, H10 1.058, N12 1.417, H16 1.042
15 F 3.451 -1.471 -0.893  C2 1.346
16 H -2.575 -1.078 1.127  C14 1.042

Energy relative to the best compared isomer or geometry (same formula, charge and spin): 298.9 kJ/mol
Kohn-Sham gap (alpha / beta): 7.70 / 8.84 eV

***

(4)
The following is a quantum chemistry calculation of 3 unconnected molecules or ions with the total composition C14H41N10O3P2, from OMol25.

Last columns: bonded neighbours and bond lengths (Å).
Positions of all 70 atoms, in Å:
1 H 0.928 0.068 4.203  C37 1.093
2 O -2.217 -0.800 -0.535  P59 1.545
3 H 5.184 0.522 1.423  C62 1.082
4 H -1.876 1.381 -4.257  C6 1.096
5 H -3.701 3.441 0.137  C25 1.092
6 C -2.496 1.260 -3.361  H4 1.096, N33 1.452, H38 1.095, H64 1.087
7 H 3.094 3.811 2.338  C42 1.097
8 C -1.024 -0.467 -2.751  H24 1.095, H30 1.102, N33 1.468, H58 1.092
9 H 4.449 -0.990 2.844  C16 1.087
10 H 2.469 3.495 0.708  C42 1.093
11 H -3.791 -0.139 1.539  C57 1.093
12 H 0.678 -1.242 1.046  C60 1.092
13 H -5.283 0.734 1.219  C57 1.093
14 H 3.719 -2.457 2.303  C16 1.096
15 N -1.960 2.497 -0.608  C25 1.449, C55 1.466, P59 1.763
16 C 3.838 -1.398 2.043  H9 1.087, H14 1.096, N22 1.453, H70 1.095
17 H -0.556 3.145 -2.070  C55 1.095
18 H 2.380 -0.869 4.613  C37 1.095
19 H -2.127 -6.837 -2.310  N47 1.035
20 H -5.583 0.320 -1.124  C54 1.095
21 H -0.404 3.947 -0.496  C55 1.095
22 N 2.542 -0.749 1.947  C16 1.453, P32 1.728, C60 1.474
23 O 1.721 0.922 0.489  P32 1.544
24 H -0.495 -0.282 -3.692  C8 1.095
25 C -2.965 3.538 -0.665  H5 1.092, N15 1.449, H53 1.092, H65 1.095
26 H -2.548 -6.372 -3.907  N47 1.044
27 O 0.170 -3.741 -2.237  C35 1.454, N66 1.353
28 H 5.622 2.123 1.929  C62 1.097
29 H 5.195 1.804 0.241  C62 1.095
30 H -1.744 -1.283 -2.926  C8 1.102
31 N -3.024 -4.229 -2.230  C51 1.443, H52 1.039, H63 1.042
32 P 2.223 0.950 1.949  N22 1.728, O23 1.544, N40 1.765, N56 1.696
33 N -1.704 0.739 -2.261  C6 1.452, C8 1.468, P59 1.727
34 H -3.845 1.624 1.726  C57 1.096
35 C 1.228 -4.729 -2.108  O27 1.454, N68 1.216
36 H -4.630 1.321 -2.188  C54 1.082
37 C 1.964 0.141 4.544  H1 1.093, H18 1.095, H39 1.095, N40 1.465
38 H -3.318 0.587 -3.628  C6 1.095
39 H 1.924 0.564 5.553  C37 1.095
40 N 2.746 0.984 3.634  P32 1.765, C37 1.465, C69 1.449
41 H 1.726 -2.620 1.320  C60 1.095
42 C 3.318 3.334 1.377  H7 1.097, H10 1.093, H43 1.093, N56 1.458
43 H 4.173 3.858 0.942  C42 1.093
44 H 4.826 0.735 3.991  C69 1.092
45 H -0.627 -3.928 -4.197  N66 1.042
46 H 3.929 1.437 5.323  C69 1.095
47 N -1.846 -6.286 -3.139  H19 1.035, H26 1.044, C51 1.497
48 N -3.770 0.952 -0.269  C54 1.442, C57 1.458, P59 1.696
49 H 4.265 2.424 3.946  C69 1.092
50 H 2.095 -1.496 -0.001  C60 1.100
51 C -1.851 -4.823 -2.824  N31 1.443, N47 1.497, N66 1.373
52 H -3.614 -5.007 -1.873  N31 1.039
53 H -3.483 3.574 -1.625  C25 1.092
54 C -4.892 1.169 -1.149  H20 1.095, H36 1.082, N48 1.442, H67 1.096
55 C -0.635 2.997 -0.988  N15 1.466, H17 1.095, H21 1.095, H61 1.093
56 N 3.567 1.910 1.567  P32 1.696, C42 1.458, C62 1.443
57 C -4.196 0.783 1.116  H11 1.093, H13 1.093, H34 1.096, N48 1.458
58 H -0.273 -0.812 -2.038  C8 1.092
59 P -2.117 0.741 -0.583  O2 1.545, N15 1.763, N33 1.727, N48 1.696
60 C 1.723 -1.563 1.032  H12 1.092, N22 1.474, H41 1.095, H50 1.100
61 H 0.144 2.295 -0.677  C55 1.093
62 C 4.938 1.565 1.279  H3 1.082, H28 1.097, H29 1.095, N56 1.443
63 H -2.754 -3.573 -1.467  N31 1.042
64 H -2.881 2.257 -3.161  C6 1.087
65 H -2.526 4.529 -0.511  C25 1.095
66 N -0.720 -4.130 -3.179  O27 1.353, H45 1.042, C51 1.373
67 H -5.450 2.064 -0.850  C54 1.096
68 N 1.766 -5.762 -1.758  C35 1.216
69 C 3.997 1.404 4.231  N40 1.449, H44 1.092, H46 1.095, H49 1.092
70 H 4.386 -1.359 1.096  C16 1.095

Kohn-Sham gap: 3.00 eV
Net charge: +1